Formula: C5H10Cl10
Source: the OMol25 dataset
Level of theory: the ωB97M-V functional and the def2-TZVPD basis

- HOMO level (eV) = -10.83
- energy relative to the best compared isomer or geometry (same formula, charge and spin) (kcal/mol) = 4.6
- lowest unoccupied orbital energy (eV) = 0.43
- SMILES string = ClCCl.ClCCl.ClCCl.ClCCl.ClCCl
- spin multiplicity = 1
- gap between HOMO and LUMO (eV) = 11.3

CARTESIAN COORDINATES (ANGSTROEM)
Cl  -2.216  -1.038  0.994
C  -0.683  -0.187  0.614
Cl  0.611  -0.625  1.706
H  -0.378  -0.533  -0.366
H  -0.831  0.885  0.617
Cl  5.665  -0.881  2.007
C  4.154  0.000  2.042
Cl  4.387  1.681  1.582
H  3.431  -0.478  1.391
H  3.813  -0.110  3.069
Cl  -2.096  3.220  -0.128
C  -0.982  4.498  -0.669
Cl  0.652  3.907  -1.035
H  -1.399  4.873  -1.594
H  -0.897  5.244  0.108
Cl  0.530  -5.274  2.405
C  -0.756  -4.082  2.052
Cl  -2.318  -4.629  2.642
H  -0.495  -3.193  2.610
H  -0.782  -3.893  0.987
Cl  -0.675  1.211  -4.657
C  -2.027  0.126  -4.305
Cl  -1.599  -0.956  -2.934
H  -2.845  0.770  -4.011
H  -2.262  -0.534  -5.127

Formula: C5H10Cl2NO
Source: the OMol25 dataset
Level of theory: the ωB97M-V functional and the def2-TZVPD basis

- HOMO level (spin up / spin down) (eV) = -11.64 / -11.66
- energy relative to the best compared isomer or geometry (same formula, charge and spin) (kcal/mol) = 97.2
- lowest unoccupied orbital energy (spin up / spin down) (eV) = -4.63 / -4.62
- net charge = +1
- spin multiplicity = 1
- gap between HOMO and LUMO (spin up / spin down) (eV) = 7.0 / 7.0

CARTESIAN COORDINATES (ANGSTROEM)
C  1.157  -0.362  -0.161
C  2.671  1.028  -1.838
C  1.905  0.043  1.077
C  -1.016  1.000  0.077
C  -0.740  -0.987  -1.464
N  -0.299  -0.315  -0.246
O  1.623  0.540  -1.265
Cl  2.349  1.275  -3.450
Cl  4.153  1.452  -1.104
H  1.305  -0.213  1.878
H  2.231  1.144  1.121
H  2.761  -0.526  1.298
H  -2.076  0.879  0.073
H  -0.585  1.392  0.877
H  -0.951  1.794  -0.828
H  -0.723  -0.267  -2.196
H  -0.035  -1.904  -1.504
H  -1.710  -1.236  -1.302
H  -0.453  -1.017  0.577

Formula: C5H10ClN3O2
Source: the OMol25 dataset
Level of theory: the ωB97M-V functional and the def2-TZVPD basis

- HOMO level (eV) = -8.03
- energy relative to the best compared isomer or geometry (same formula, charge and spin) (kcal/mol) = 36.7
- lowest unoccupied orbital energy (eV) = 0.34
- spin multiplicity = 1
- gap between HOMO and LUMO (eV) = 8.4

CARTESIAN COORDINATES (ANGSTROEM)
C  -4.378  0.103  -0.460
C  1.406  -0.903  0.304
C  0.053  -0.821  2.289
C  -0.777  2.574  0.756
C  1.631  -0.432  -1.117
N  -3.231  0.390  -0.417
N  0.301  -0.595  0.862
N  -2.295  1.186  -0.464
O  0.815  0.487  -1.582
O  -1.510  1.395  0.749
Cl  -5.394  -1.010  -0.964
H  2.350  -1.196  0.807
H  0.684  -1.745  2.555
H  0.586  -0.014  2.853
H  -1.031  -0.906  2.564
H  0.042  2.571  -0.050
H  -0.252  2.498  1.728
H  -1.427  3.408  0.636
H  1.472  -1.380  -1.783
H  2.730  -0.101  -1.170
H  0.240  0.658  -0.809

Formula: C5H10ClNO2S
Source: the OMol25 dataset
Level of theory: the ωB97M-V functional and the def2-TZVPD basis

- HOMO level (eV) = -8.83
- energy relative to the best compared isomer or geometry (same formula, charge and spin) (kcal/mol) = 30.0
- lowest unoccupied orbital energy (eV) = 0.37
- spin multiplicity = 1
- gap between HOMO and LUMO (eV) = 9.2

CARTESIAN COORDINATES (ANGSTROEM)
C  -1.199  1.065  1.974
C  -1.119  0.859  0.660
C  -0.251  -2.234  1.034
C  0.070  0.586  -0.059
C  0.775  -1.415  0.314
N  1.512  1.289  -2.149
O  -0.411  -0.251  -2.545
O  -0.945  2.068  -1.955
S  -0.052  0.920  -1.861
Cl  2.152  -1.262  1.241
H  -2.237  1.155  2.393
H  -0.356  1.064  2.612
H  -2.004  0.852  0.109
H  -0.154  -2.057  2.102
H  -0.080  -3.231  0.908
H  -1.211  -1.926  0.660
H  0.987  1.194  0.129
H  0.734  -1.745  -0.707
H  1.893  0.896  -2.989
H  1.896  2.172  -1.871

Formula: C5H10ClNO4
Source: the OMol25 dataset
Level of theory: the ωB97M-V functional and the def2-TZVPD basis

- HOMO level (spin up / spin down) (eV) = -10.01 / -10.01
- energy relative to the best compared isomer or geometry (same formula, charge and spin) (kcal/mol) = 173.1
- lowest unoccupied orbital energy (spin up / spin down) (eV) = -2.62 / -2.62
- spin multiplicity = 1
- gap between HOMO and LUMO (spin up / spin down) (eV) = 7.4 / 7.4

CARTESIAN COORDINATES (ANGSTROEM)
C  -0.761  -0.185  -1.543
C  1.530  0.524  0.678
C  -0.562  -1.288  -0.511
C  0.117  0.546  1.240
C  -0.692  -0.627  0.913
N  -1.862  -0.858  1.671
O  -1.764  -1.017  2.861
O  -2.853  -0.653  0.937
O  -1.537  -2.311  -0.719
O  0.277  0.716  2.645
Cl  1.015  -2.151  2.348
H  -0.028  0.544  -1.296
H  -1.719  0.159  -1.643
H  -0.351  -0.513  -2.526
H  2.104  -0.266  1.269
H  1.587  0.145  -0.418
H  1.892  1.488  0.627
H  0.441  -1.772  -0.527
H  -0.578  1.270  0.897
H  -2.383  -1.995  -0.961
H  0.546  -0.039  3.178

Formula: C5H10CrO2
Source: the OMol25 dataset
Level of theory: the ωB97M-V functional and the def2-TZVPD basis

- HOMO level (spin up / spin down) (eV) = -11.23 / -14.05
- lowest unoccupied orbital energy (spin up / spin down) (eV) = -5.02 / -4.95
- net charge = +1
- spin multiplicity = 6
- expectation value of S² = 8.791
- gap between HOMO and LUMO (spin up / spin down) (eV) = 6.2 / 9.1

CARTESIAN COORDINATES (ANGSTROEM)
C  -1.301  -2.576  0.042
O  -1.516  -1.210  0.395
C  -1.377  -0.261  -0.519
C  -0.829  0.940  -0.084
H  -1.894  -3.174  0.740
H  -1.612  -2.790  -0.988
H  -0.227  -2.779  0.141
H  -1.764  -0.422  -1.530
H  -0.950  1.238  0.963
H  -0.708  1.724  -0.839
C  2.739  -0.738  -3.709
C  1.538  -0.654  -2.852
O  1.893  -0.688  -1.529
Cr  1.221  0.113  -0.088
H  2.635  -0.922  -4.780
H  3.629  -0.231  -3.325
H  0.557  -1.398  -3.021
H  0.967  0.255  -3.163

Formula: C5H10F3NO
Source: the OMol25 dataset
Level of theory: the ωB97M-V functional and the def2-TZVPD basis

- HOMO level (eV) = -10.20
- energy relative to the best compared isomer or geometry (same formula, charge and spin) (kcal/mol) = 27.2
- lowest unoccupied orbital energy (eV) = 0.89
- SMILES string = CC(C)[C@](N)(O)C(F)(F)F
- spin multiplicity = 1
- gap between HOMO and LUMO (eV) = 11.1

CARTESIAN COORDINATES (ANGSTROEM)
C  -0.937  -0.961  -1.383
C  -0.991  0.009  -0.171
C  -1.586  -0.397  1.202
C  0.493  0.505  0.131
N  0.654  1.294  1.271
O  0.937  1.517  -1.088
C  1.636  -0.506  0.101
F  1.393  -1.459  0.973
F  2.014  -1.012  -1.069
F  2.819  -0.014  0.532
H  -0.509  -0.459  -2.263
H  -0.294  -1.825  -1.186
H  -1.997  -1.312  -1.730
H  -1.306  1.002  -0.474
H  -0.877  -0.132  2.070
H  -2.519  0.224  1.426
H  -1.722  -1.463  0.968
H  1.499  1.948  1.074
H  -0.119  1.878  1.451
H  1.412  1.164  -1.835

Formula: C5H10FN
Source: the OMol25 dataset
Level of theory: the ωB97M-V functional and the def2-TZVPD basis

- HOMO level (eV) = -9.13
- energy relative to the best compared isomer or geometry (same formula, charge and spin) (kcal/mol) = 26.3
- lowest unoccupied orbital energy (eV) = 1.04
- SMILES string = C[C@@]1(N)CC[C@@H]1F
- spin multiplicity = 1
- gap between HOMO and LUMO (eV) = 10.2

CARTESIAN COORDINATES (ANGSTROEM)
C  -1.681  -0.539  -0.834
C  -0.588  -0.012  0.068
N  -1.055  1.325  0.693
C  -0.018  -0.938  1.099
C  1.112  -1.213  0.066
C  0.745  0.055  -0.696
F  1.572  1.142  -0.302
H  -1.219  -1.149  -1.661
H  -2.419  -1.212  -0.285
H  -2.187  0.345  -1.195
H  -0.232  1.982  0.884
H  -1.851  1.748  0.151
H  -0.501  -1.779  1.557
H  0.351  -0.321  1.978
H  2.081  -1.140  0.492
H  1.105  -2.191  -0.494
H  0.689  0.054  -1.777

Formula: C5H10FN
Source: the OMol25 dataset
Level of theory: the ωB97M-V functional and the def2-TZVPD basis

- HOMO level (eV) = -9.24
- energy relative to the best compared isomer or geometry (same formula, charge and spin) (kcal/mol) = 116.1
- lowest unoccupied orbital energy (eV) = 0.62
- spin multiplicity = 1
- gap between HOMO and LUMO (eV) = 9.9

CARTESIAN COORDINATES (ANGSTROEM)
C  -1.311  1.203  -0.536
C  -0.437  -0.023  -0.199
C  0.847  0.024  -0.790
C  1.409  -0.594  0.489
C  0.295  0.032  1.216
H  -0.811  2.164  -0.574
H  -2.082  1.378  0.273
H  -1.678  0.919  -1.408
H  -0.528  -1.946  -0.974
H  -1.674  -1.353  0.871
H  1.446  0.868  -1.147
H  1.052  -0.494  -1.648
H  1.470  -1.544  0.634
H  0.778  0.997  1.413
H  -0.168  -0.448  2.109
N  -1.304  -1.095  -0.387
F  2.696  -0.089  0.655

Formula: C5H10FN
Source: the OMol25 dataset
Level of theory: the ωB97M-V functional and the def2-TZVPD basis

- HOMO level (spin up / spin down) (eV) = -6.18 / -10.47
- energy relative to the best compared isomer or geometry (same formula, charge and spin) (kcal/mol) = 46.2
- lowest unoccupied orbital energy (spin up / spin down) (eV) = 1.02 / -2.55
- spin multiplicity = 3
- expectation value of S² = 2.007
- gap between HOMO and LUMO (spin up / spin down) (eV) = 7.2 / 7.9

CARTESIAN COORDINATES (ANGSTROEM)
C  0.310  0.049  -1.006
C  -0.278  0.285  0.491
C  -0.810  -0.309  -1.902
C  0.635  1.170  1.352
C  -0.530  -1.046  1.094
N  1.454  -0.032  -1.658
F  2.579  0.130  -0.845
H  -1.140  1.053  0.382
H  -1.114  0.407  -2.664
H  -1.627  -0.641  -1.341
H  -0.580  -1.318  -2.366
H  0.065  1.773  1.995
H  1.205  1.859  0.673
H  1.466  0.707  1.826
H  -0.922  -1.999  0.607
H  -1.156  -0.816  1.962
H  0.444  -1.272  1.403

Formula: C5H10FN2O
Source: the OMol25 dataset
Level of theory: the ωB97M-V functional and the def2-TZVPD basis

- HOMO level (eV) = -12.90
- energy relative to the best compared isomer or geometry (same formula, charge and spin) (kcal/mol) = 28.9
- lowest unoccupied orbital energy (eV) = -5.02
- net charge = +1
- spin multiplicity = 1
- gap between HOMO and LUMO (eV) = 7.9

CARTESIAN COORDINATES (ANGSTROEM)
C  -1.602  0.796  0.013
C  -2.818  0.500  -0.420
C  -0.423  -1.351  -0.005
C  3.216  0.872  -0.327
C  0.599  -2.282  0.435
N  -0.516  -0.094  0.296
N  -1.234  2.117  0.283
O  2.189  1.375  -0.124
F  3.354  -0.394  -0.343
H  -3.464  1.328  -0.600
H  -3.296  -0.523  -0.523
H  -1.352  -1.681  -0.405
H  4.208  1.454  -0.572
H  0.233  -3.374  0.847
H  1.119  -1.772  1.235
H  1.341  -2.575  -0.302
H  0.197  0.509  0.645
H  -1.509  2.845  -0.445
H  -0.239  2.253  0.312

Formula: C5H10FO5S2
Source: the OMol25 dataset
Level of theory: the ωB97M-V functional and the def2-TZVPD basis

- HOMO level (eV) = -4.98
- energy relative to the best compared isomer or geometry (same formula, charge and spin) (kcal/mol) = 0.0
- lowest unoccupied orbital energy (eV) = 3.49
- net charge = -1
- spin multiplicity = 1
- gap between HOMO and LUMO (eV) = 8.5

CARTESIAN COORDINATES (ANGSTROEM)
C  -1.887  -2.961  0.586
C  2.058  1.706  -1.489
C  -2.244  -1.495  0.679
C  1.478  1.984  -0.132
C  -2.422  -0.569  -0.267
O  -3.829  1.757  -0.391
O  1.688  -0.496  0.917
O  0.259  1.123  2.006
O  -2.364  1.330  1.527
O  -1.300  1.673  -0.569
F  -2.574  -0.982  -1.581
S  0.653  0.446  0.534
S  -2.561  1.208  0.079
H  -0.829  -2.962  0.927
H  -1.893  -3.080  -0.453
H  -2.638  -3.673  0.904
H  2.681  2.466  -2.011
H  2.742  0.914  -1.425
H  1.112  1.594  -2.020
H  -2.264  -1.203  1.652
H  -0.801  1.235  1.947
H  0.666  2.588  -0.082
H  2.305  2.351  0.488